# 1
DFT (ωB97M-V/def2-TZVPD) results for one molecule with the formula C4H5N3 at a distorted geometry.

```
12
Properties=species:S:1:pos:R:3:forces:R:3:lowdin_charge:R:1
C 0.4460 1.0387 1.2077 0.036 0.038 0.186 -0.113
N 0.0244 0.8564 -0.1767 0.124 -0.024 -0.091 -0.084
C -0.5367 -0.4539 -0.4210 -0.125 -0.050 0.013 -0.352
C -1.0831 -0.5481 -1.7899 -0.385 -0.085 -0.971 -0.160
N -1.5190 -0.6273 -2.8566 0.454 0.100 1.075 0.173
C 0.4143 -1.5775 -0.1815 0.727 -0.736 0.239 -0.168
N 1.1985 -2.3926 0.0579 -0.785 0.812 -0.244 0.171
H -0.4310 0.9629 1.8595 0.122 0.019 -0.078 0.087
H 0.8591 2.0435 1.3190 -0.055 -0.148 -0.023 0.086
H 1.1955 0.3064 1.5459 -0.106 0.109 -0.067 0.080
H 0.7930 1.0306 -0.8170 -0.104 -0.014 0.048 0.124
H -1.3768 -0.5929 0.2723 0.098 -0.021 -0.087 0.156
```
Positions in Å, forces in eV/Å.

As for the structure (SMILES): CNC(C#N)C#N. For the HOMO energy, the calculation gives -0.3883 hartree. The LUMO energy comes out at 0.021 Eh. The value obtained for the total energy is -8697.94801 eV. The molar mass comes out at 95.105 g/mol. As for the strongest force on any atom: 1.171 eV Å⁻¹. The value obtained for the orbital gap is 11.146 eV.


# 2
DFT (ωB97M-V/def2-TZVPD) results for C45H29Br2Cl4N6O5S2W as an isolated structure at a distorted geometry.

```
94
Properties=species:S:1:pos:R:3:forces:R:3:mulliken_spin:R:1
W -1.5422 0.3644 -0.4663 -0.787 -0.584 0.266 0.893
Cl -3.7897 4.8961 -5.0867 -0.009 0.007 -0.012 0.000
C -3.6543 3.5250 -4.0603 0.039 0.026 0.003 0.000
C -4.6613 2.5583 -4.0452 -0.046 -0.030 0.006 0.005
Cl -6.0462 2.7310 -5.0477 -0.005 0.007 -0.010 0.001
C -4.5548 1.4430 -3.2116 0.080 0.039 0.081 -0.005
Cl -5.7672 0.2240 -3.1353 0.003 -0.003 0.001 0.000
C -3.4381 1.3193 -2.4015 0.039 -0.025 -0.116 0.025
O -3.2068 0.2951 -1.5679 -0.121 0.041 -0.079 0.030
C -2.4386 2.2855 -2.4093 0.114 0.011 -0.075 0.024
O -1.4247 2.0318 -1.5749 0.099 0.249 -0.206 0.049
C -2.5310 3.3918 -3.2402 -0.052 -0.071 0.068 0.006
Cl -1.2632 4.5512 -3.2219 -0.004 -0.013 0.005 0.001
O -4.8085 -6.5201 -1.2663 0.153 -0.009 0.174 -0.005
N -3.7422 -6.0192 -1.5470 -0.257 0.231 -0.526 0.001
O -2.9073 -6.5209 -2.2761 0.074 0.028 0.221 -0.002
C -3.4589 -4.6688 -1.0043 0.028 -0.114 0.160 -0.020
C -4.0268 -4.3830 0.1845 0.155 0.062 -0.103 -0.002
C -3.7651 -3.1378 0.8511 0.050 -0.048 -0.172 -0.069
C -4.2687 -2.8342 2.1071 0.039 0.121 0.049 0.271
C -3.8755 -1.6220 2.7020 -0.004 -0.070 -0.062 -0.022
C -3.0673 -0.7551 2.0235 -0.004 0.013 0.027 0.123
N -2.6186 -0.9899 0.7510 0.241 0.061 -0.115 0.106
C -2.9209 -2.2166 0.1981 -0.109 -0.066 0.088 0.136
C -2.3401 -2.5235 -1.0436 0.024 0.013 -0.089 0.067
N -1.5521 -1.5516 -1.5993 -0.068 0.103 -0.052 0.077
C -1.1053 -1.7289 -2.8406 -0.007 -0.006 0.018 -0.041
C -1.3525 -2.8776 -3.5699 -0.064 -0.051 0.075 0.073
C -2.0943 -3.9015 -3.0027 0.036 0.032 0.054 -0.008
C -2.6011 -3.7477 -1.7148 -0.083 0.005 0.112 0.055
H -4.6723 -5.1110 0.6543 -0.013 -0.033 -0.004 -0.003
H -4.9163 -3.5297 2.6214 -0.012 -0.002 0.003 0.006
H -4.1888 -1.3682 3.7042 -0.003 0.010 0.004 0.003
H -2.7345 0.1638 2.4842 -0.002 0.001 0.002 0.046
H -0.5426 -0.9170 -3.2785 -0.001 0.003 0.032 0.010
H -0.9769 -2.9555 -4.5789 -0.002 -0.007 -0.015 0.005
H -2.2871 -4.8028 -3.5582 -0.012 -0.078 -0.031 -0.005
S 0.1054 -1.3468 0.9404 0.328 -0.159 0.015 0.031
C 1.6736 -1.2332 0.3948 0.213 0.064 -0.241 0.017
N 2.7344 -1.7080 1.0349 -0.290 0.060 0.009 -0.004
C 4.0891 -1.4611 0.5435 -0.034 0.019 -0.083 0.001
C 4.0972 -1.6281 -0.9509 -0.053 0.021 0.067 -0.001
N 3.0823 -0.7511 -1.5387 -0.189 0.088 0.007 0.010
C 3.4752 -0.1066 -2.8069 -0.068 -0.050 -0.008 -0.001
C 4.5127 0.9575 -2.5525 -0.008 -0.010 -0.014 0.001
C 5.7868 0.8393 -3.0907 0.011 -0.011 -0.011 0.000
C 6.7466 1.8113 -2.8385 0.002 -0.009 -0.012 0.000
C 6.4339 2.8998 -2.0415 0.006 0.025 0.011 0.000
C 5.1593 3.0226 -1.5011 0.009 0.015 0.003 0.000
C 4.2001 2.0576 -1.7567 -0.011 0.011 0.015 -0.002
C 1.9250 -0.5342 -0.9427 0.123 -0.156 0.282 0.007
S 0.7737 0.5114 -1.5816 0.082 0.045 -0.051 -0.005
C 2.6446 -2.3794 2.3448 -0.023 -0.004 -0.068 0.010
C 3.3612 -1.5891 3.4075 0.003 -0.028 0.006 -0.002
C 2.8711 -0.3450 3.7944 0.000 0.023 -0.009 0.002
C 3.5341 0.3901 4.7627 -0.020 0.020 -0.011 0.000
C 4.6887 -0.1118 5.3504 0.012 0.018 0.031 0.000
C 5.1786 -1.3504 4.9699 -0.002 -0.013 0.000 0.000
C 4.5150 -2.0870 3.9977 0.005 -0.009 0.007 0.000
H 4.7548 -2.1787 1.0188 0.005 -0.004 -0.027 0.000
H 4.4091 -0.4573 0.8357 0.024 -0.011 -0.028 0.000
H 3.8847 -2.6605 -1.2426 0.033 0.003 0.025 0.000
H 5.0615 -1.3354 -1.3615 0.010 0.012 0.024 0.000
H 2.5805 0.2987 -3.2742 0.039 -0.011 0.010 0.001
H 3.8735 -0.8934 -3.4504 0.020 0.023 0.003 0.001
H 6.0308 -0.0097 -3.7194 0.002 -0.006 0.000 0.000
H 7.7353 1.7164 -3.2667 0.003 -0.004 -0.001 0.000
H 7.1795 3.6583 -1.8445 0.001 0.001 0.000 0.000
H 4.9099 3.8789 -0.8887 -0.001 0.001 0.005 0.000
H 3.2027 2.1682 -1.3455 0.000 -0.002 0.001 0.003
H 3.0960 -3.3671 2.2284 -0.004 0.008 0.011 0.002
H 1.5918 -2.5131 2.5778 0.013 0.017 0.019 -0.004
H 1.9688 0.0490 3.3396 -0.017 0.005 -0.009 -0.001
H 3.1442 1.3527 5.0658 -0.002 0.020 -0.007 0.000
H 5.2014 0.4620 6.1108 0.001 0.003 -0.002 0.000
H 6.0730 -1.7473 5.4308 0.005 0.000 -0.001 0.000
H 4.8924 -3.0612 3.7078 0.003 -0.006 -0.005 0.000
Br 1.5383 3.1509 2.5090 0.031 -0.062 0.027 0.002
C -0.3337 3.2882 2.3886 -0.080 0.047 -0.068 0.029
C -1.0162 4.2713 3.1353 -0.019 0.006 -0.031 -0.014
C -2.3733 4.4106 3.0477 0.022 -0.037 -0.025 0.023
Br -3.2396 5.7394 4.0678 0.004 0.007 0.015 0.002
C -3.1325 3.5679 2.1936 0.018 0.038 0.017 -0.005
C -4.5335 3.5870 2.0194 -0.010 0.013 0.009 0.006
C -5.1220 2.6866 1.1747 0.064 -0.051 -0.054 -0.012
C -4.3300 1.7621 0.4712 0.109 0.134 0.075 0.020
N -3.0171 1.7414 0.5953 -0.081 -0.067 -0.009 -0.026
C -2.4218 2.6147 1.4517 -0.001 -0.030 -0.046 -0.003
C -1.0226 2.4488 1.5487 0.001 -0.020 -0.050 -0.001
O -0.4980 1.4776 0.8272 0.222 0.181 0.374 0.076
H -0.4470 4.9234 3.7826 0.000 0.001 0.005 0.000
H -5.1286 4.3094 2.5613 -0.001 0.002 0.004 0.001
H -6.1919 2.6733 1.0276 -0.010 -0.002 0.004 0.001
H -4.7673 1.0314 -0.1949 -0.010 -0.020 0.000 0.005
```
Positions in Å, forces in eV/Å.

As for the expectation value of S²: 2.04. For the HOMO energy (alpha / beta), the calculation gives -0.3041 / -0.3713 hartree. The LUMO energy (alpha / beta) comes out at -0.149 / -0.149 Eh. The value obtained for the total energy is -279980.70060 eV. The molar mass comes out at 1283.358 g/mol. As for the strongest force on any atom: 1.016 eV Å⁻¹. The spin multiplicity is 3. The value obtained for the orbital gap (alpha / beta) is 4.213 / 6.052 eV. As for the charge: +1.